(1)
9 unconnected molecules or ions with the total composition C35H48F8NO26PS. Source: the OMol25 dataset; level of theory: ωB97M-V/def2-TZVPD.

Last column: Mulliken charge in e.
Element x y z (Å)
C1 3.2775 0.1559 -0.2004  -0.351
C2 3.2662 0.8770 -1.5645  -0.935
C3 2.3477 0.1918 -2.5874  0.818
C4 1.3017 1.0050 -3.2998  -0.219
O1 0.9069 0.7224 -4.4056  -0.618
O2 0.8023 2.1144 -2.6636  -0.393
C5 -0.2735 1.9432 -1.6944  1.583
C6 0.3080 2.1547 -0.2686  -0.316
N1 -0.3381 1.3825 0.7893  0.542
C7 -1.0078 0.6220 -1.8718  -1.431
C8 -2.3887 0.4997 -1.2031  -0.384
C9 -2.7111 -0.9734 -0.8488  1.021
C10 -2.5247 -1.2115 0.6576  -1.316
C11 -4.1094 -1.4028 -1.3062  -1.691
P1 -1.4090 3.3535 -2.1489  0.159
S1 -2.4028 4.2166 -0.7041  -0.402
H1 4.1290 -0.5230 -0.1321  0.583
H2 2.3849 -0.4667 -0.0728  -0.193
H3 3.2821 0.8377 0.6527  -0.076
H4 2.9882 1.9262 -1.4473  0.502
H5 4.2841 0.8528 -1.9595  0.484
H6 1.8224 -0.6571 -2.1377  -0.149
H7 2.9420 -0.2300 -3.4015  0.248
H8 1.3620 1.8836 -0.3485  -0.451
H9 0.2956 3.2209 -0.0134  0.026
H10 -0.6780 2.0317 1.4874  0.362
H11 0.3406 0.7963 1.2550  -0.466
H12 -1.1191 0.4200 -2.9434  0.731
H13 -0.3534 -0.1616 -1.4677  0.073
H14 -2.3870 1.0821 -0.2873  0.441
H15 -3.1618 0.8715 -1.8808  0.109
H16 -1.9879 -1.6197 -1.3632  -0.041
H17 -3.1332 -2.0670 0.9753  0.582
H18 -1.4872 -1.4483 0.9149  -0.171
H19 -2.8353 -0.3515 1.2515  0.381
H20 -4.3417 -1.0044 -2.2974  0.412
H21 -4.1793 -2.4916 -1.3649  0.392
H22 -4.8753 -1.0376 -0.6143  0.378
H23 -2.2527 2.8037 -3.1238  0.034
H24 -0.5824 4.1957 -2.9031  0.071
O3 1.5015 -0.2437 2.7248  -0.371
C12 2.3438 -0.0292 3.5289  0.406
O4 3.5283 0.5712 3.2701  -0.268
C13 4.2167 0.7694 4.5091  -0.437
C14 3.5557 -0.2547 5.4095  0.330
F1 3.4502 0.1717 6.6884  -0.307
O5 2.2642 -0.3657 4.8415  -0.371
H25 4.0187 1.7773 4.8783  0.185
H26 5.2837 0.6207 4.3741  0.307
H27 4.0290 -1.2380 5.4081  0.288
O6 -5.7276 1.9354 -1.8828  -0.497
C15 -5.8431 2.9855 -2.4117  0.628
O7 -5.7741 4.1849 -1.7991  -0.242
C16 -5.7775 5.2101 -2.7922  -0.372
C17 -6.4248 4.5083 -3.9685  0.296
F2 -5.9218 4.9152 -5.1594  -0.292
O8 -6.0712 3.1580 -3.7478  -0.313
H28 -4.7482 5.4864 -3.0281  0.241
H29 -6.3233 6.0782 -2.4353  0.267
H30 -7.5124 4.5903 -4.0072  0.285
O9 3.2962 -2.8880 0.8413  -0.522
C18 2.3684 -3.5370 0.5054  0.359
O10 2.3635 -4.4254 -0.5104  -0.342
C19 1.1173 -5.1308 -0.5018  -0.368
C20 0.2190 -4.1675 0.2488  0.592
F3 -0.6963 -4.8031 1.0301  -0.235
O11 1.1299 -3.4784 1.0810  -0.082
H31 1.2338 -6.0635 0.0520  0.187
H32 0.7877 -5.3458 -1.5137  0.386
H33 -0.3069 -3.4444 -0.3777  -0.101
O12 -2.4485 -6.0079 4.9648  -0.529
C21 -1.7258 -5.1026 4.7191  0.599
O13 -1.9461 -4.1740 3.7655  -0.325
C22 -0.9350 -3.1635 3.8680  0.425
C23 0.1792 -3.9025 4.5770  0.566
F4 0.8867 -3.1133 5.4167  -0.298
O14 -0.5311 -4.8722 5.3307  -0.362
H34 -1.3073 -2.3439 4.4837  0.357
H35 -0.6591 -2.7906 2.8864  -0.561
H36 0.8767 -4.4128 3.9101  0.183
O15 1.6591 9.8223 0.6006  -0.504
C24 0.7616 9.1710 0.1898  0.624
O16 0.2578 8.0751 0.8044  -0.287
C25 -0.9115 7.6421 0.0951  0.005
C26 -0.6832 8.2488 -1.2724  0.403
F5 -1.8314 8.6361 -1.8737  -0.284
O17 0.1002 9.3939 -0.9765  -0.345
H37 -1.7999 8.0697 0.5614  0.263
H38 -0.9797 6.5590 0.0901  -0.164
H39 -0.1274 7.6130 -1.9639  0.272
O18 0.4813 3.0924 3.1605  -0.514
C27 1.3248 3.9209 3.1084  0.595
O19 1.4129 4.9040 2.1865  -0.203
C28 2.4869 5.7841 2.5554  -0.552
C29 3.3351 4.8881 3.4330  0.395
F6 3.9329 5.5565 4.4454  -0.316
O20 2.3780 3.9916 3.9689  -0.342
H40 2.0933 6.6237 3.1261  0.325
H41 2.9950 6.1493 1.6697  0.298
H42 4.0959 4.3149 2.8990  0.268
O21 -0.1455 -8.1843 -1.3751  -0.520
C30 -0.7773 -8.2279 -0.3745  0.724
O22 -0.2668 -7.9866 0.8539  -0.294
C31 -1.3438 -7.9282 1.7952  0.021
C32 -2.4207 -8.7253 1.0833  0.204
F7 -3.6637 -8.2599 1.3223  -0.282
O23 -2.0981 -8.5159 -0.2849  -0.327
H43 -1.6534 -6.8905 1.9285  -0.044
H44 -1.0369 -8.3491 2.7477  0.276
H45 -2.4031 -9.7968 1.2886  0.300
O24 5.1824 -2.0703 -4.1598  -0.491
C33 4.3006 -2.7553 -4.5450  0.613
O25 4.4102 -3.7302 -5.4756  -0.363
C34 3.1633 -4.4272 -5.5593  -0.412
C35 2.1918 -3.4017 -5.0081  0.246
F8 1.1790 -3.9700 -4.3046  -0.246
O26 3.0073 -2.6621 -4.1248  -0.193
H46 3.1926 -5.3077 -4.9158  0.278
H47 2.9639 -4.7200 -6.5854  0.276
H48 1.7636 -2.7261 -5.7500  0.277

Cartesian forces (eV/Å) of the 3 atoms listed first:
-0.220 -0.058 -0.123
0.036 -0.174 0.254
0.485 0.023 -0.388

Summary:
**Charge**: 0
**SMILES string**: CCCC(=O)O[C@](CN)(CCC(C)C)[PH2]=S.O=C1OC[C@@H](F)O1.O=C1OC[C@@H](F)O1.O=C1OC[C@@H](F)O1.O=C1OC[C@@H](F)O1.O=C1OC[C@@H](F)O1.O=C1OC[C@@H](F)O1.O=C1OC[C@@H](F)O1.O=C1OC[C@@H](F)O1
**Electronic energy**: -4912.06459 Eh

=====

(2)
2 unconnected molecules or ions with the total composition C35H48N2O2P in a non-equilibrium geometry. Source: the OMol25 dataset; level of theory: ωB97M-V/def2-TZVPD.

Last column: Mulliken charge in e.
Element x y z (Å)
C1 4.9163 -2.9049 7.4016  -0.818
O1 4.3156 -1.5924 7.6221  -0.464
C2 3.0256 -1.4776 7.2089  0.857
C3 2.3346 -0.2311 7.3039  -0.636
C4 1.0123 -0.1429 6.9036  -0.361
C5 0.4108 -1.2416 6.2733  0.099
C6 -0.7976 -1.1906 5.3786  -0.410
O2 -1.8145 -2.1358 5.6668  -0.160
C7 -2.9258 -1.8322 6.4934  -0.783
C8 1.0362 -2.4772 6.2634  -1.515
C9 2.3318 -2.6030 6.6955  0.122
H1 5.9559 -2.7826 7.6917  0.245
H2 4.4208 -3.6601 8.0319  0.339
H3 4.8510 -3.2153 6.3450  0.334
H4 2.8638 0.6491 7.6640  0.447
H5 0.4575 0.7871 7.0507  0.490
H6 -1.2165 -0.1844 5.2358  0.534
H7 -3.4171 -2.7993 6.6231  0.249
H8 -2.5871 -1.4172 7.4484  0.299
H9 -3.6585 -1.1499 6.0420  0.256
H10 0.5089 -3.3362 5.8588  0.236
H11 2.8039 -3.5630 6.5410  0.405
C10 0.0702 -3.8929 2.1454  -1.558
C11 -1.3219 -3.4636 2.6082  3.291
C12 -1.7666 -4.4237 3.7101  -1.464
C13 -2.3407 -3.3768 1.4680  -0.395
C14 -2.8175 -4.5696 0.9257  -0.607
C15 -3.7169 -4.5660 -0.1323  -1.526
C16 -4.1104 -3.3575 -0.6993  -0.212
C17 -3.6521 -2.1444 -0.1771  0.294
C18 -3.9979 -0.8165 -0.8547  2.510
C19 -5.5079 -0.5986 -0.9460  -1.467
C20 -3.2042 -0.5951 -2.1420  -1.531
C21 -2.8254 -2.1580 0.9524  0.065
N1 -2.3986 -0.8819 1.5213  0.887
P1 -3.4671 0.4425 1.9040  -0.047
H12 -0.3538 -1.5700 4.4666  0.051
N2 -2.0602 1.4149 2.1610  1.010
C22 -2.1209 2.8613 2.3424  -0.361
C23 -1.4153 3.4823 3.3891  0.102
C24 -0.5358 2.7209 4.3890  2.275
C25 -0.9311 3.0413 5.8315  -1.351
C26 0.9533 3.0296 4.2160  -1.613
C27 -1.5443 4.8616 3.5518  -0.715
C28 -2.3480 5.6122 2.7038  -1.523
C29 -2.9875 4.9944 1.6296  -0.282
C30 -2.8607 3.6166 1.4256  0.498
C31 -3.4763 2.9329 0.2065  2.595
C32 -2.6910 3.1952 -1.0776  -1.511
C33 -4.9877 3.1421 0.1243  -1.431
C34 -0.8979 0.8281 1.6687  -0.531
C35 -1.0853 -0.4632 1.3221  -0.530
H13 0.4632 -3.2395 1.3553  0.319
H14 0.7588 -3.8698 3.0040  0.403
H15 0.0386 -4.9253 1.7674  0.388
H16 -1.2519 -2.4647 3.0435  -1.605
H17 -2.7565 -4.1438 4.0843  0.337
H18 -1.7973 -5.4505 3.3283  0.464
H19 -1.0507 -4.3873 4.5396  0.271
H20 -2.4757 -5.5126 1.3461  0.408
H21 -4.0838 -5.5116 -0.5254  0.369
H22 -4.7746 -3.3517 -1.5597  0.419
H23 -3.6194 -0.0206 -0.1725  -1.682
H24 -5.9730 -0.7886 0.0316  0.411
H25 -5.7484 0.4348 -1.2247  0.314
H26 -5.9762 -1.2725 -1.6736  0.395
H27 -2.1300 -0.6378 -1.9139  0.362
H28 -3.4074 -1.3557 -2.9063  0.369
H29 -3.4075 0.3935 -2.5744  0.376
H30 -0.6839 1.6542 4.2012  -0.821
H31 -1.9629 2.7322 6.0371  0.332
H32 -0.2583 2.5419 6.5382  0.300
H33 -0.8539 4.1191 6.0129  0.421
H34 1.2914 2.8451 3.1879  0.323
H35 1.1571 4.0803 4.4679  0.364
H36 1.5404 2.3974 4.8991  0.394
H37 -1.0132 5.3443 4.3713  0.418
H38 -2.4498 6.6847 2.8709  0.380
H39 -3.5871 5.5842 0.9408  0.411
H40 -3.3370 1.8343 0.3632  -1.713
H41 -1.6570 2.8485 -0.9420  0.356
H42 -3.1134 2.6385 -1.9254  0.351
H43 -2.6483 4.2581 -1.3459  0.371
H44 -5.4539 2.8984 1.0892  0.409
H45 -5.2461 4.1804 -0.1162  0.390
H46 -5.4421 2.4870 -0.6303  0.290
H47 0.0172 1.3995 1.5860  0.521
H48 -0.3487 -1.1410 0.9086  0.493

Cartesian forces (eV/Å) of the 3 atoms listed first:
-0.273 0.685 0.207
0.020 -0.576 -0.471
-0.917 -0.239 -0.322

Summary:
**Charge**: +1
**Electronic energy**: -1963.56143 Eh

=====

Number 1: orbital gap 0.3337 Ha. Number 2: orbital gap 0.2186 Ha.